The following is a quantum chemistry calculation of a molecular structure, C41H49BO2P2Pb, from the OMol25 dataset.

Geometry as ORCA input:
```
! wB97M-V def2-TZVPD RIJCOSX def2/J DEFGRID3
* xyz 2 1
Pb -1.15 -1.11 0.30
C -5.76 -0.73 -2.06
C -5.15 0.11 -2.90
C -5.78 1.40 -3.34
C -6.39 2.27 -2.17
C -6.03 2.04 -0.72
C -6.58 1.11 0.08
C -7.54 0.02 -0.34
C -7.22 -0.63 -1.68
C 0.96 0.15 0.78
H -5.31 -1.66 -1.73
H -4.32 -0.18 -3.53
H -6.62 1.21 -4.06
H -5.05 2.03 -3.89
H -6.08 3.31 -2.38
H -7.50 2.28 -2.31
H -5.47 2.88 -0.27
H -6.53 1.25 1.16
H -8.58 0.42 -0.42
H -7.59 -0.75 0.45
H -7.59 -1.67 -1.64
H -7.79 -0.14 -2.48
H 1.64 0.08 1.69
H 0.11 0.84 1.19
H 1.36 0.82 -0.01
P -1.78 -0.18 -2.19
P -1.94 1.63 1.00
C -2.72 1.31 -1.74
C -2.87 1.92 -0.51
C -1.00 0.23 -3.75
C -1.70 0.89 -4.77
C -1.06 1.17 -5.98
C 0.29 0.82 -6.15
C 1.01 0.22 -5.11
C 0.37 -0.08 -3.91
C -2.76 -1.74 -2.49
C -3.44 -2.33 -1.39
C -3.65 -3.71 -1.35
C -3.29 -4.49 -2.46
C -2.81 -3.89 -3.62
C -2.55 -2.52 -3.65
C -1.47 3.33 1.44
C -0.61 4.00 0.54
C -0.06 5.23 0.90
C -0.42 5.82 2.11
C -1.39 5.23 2.94
C -1.92 3.97 2.60
C -2.80 0.97 2.47
C -2.24 0.18 3.51
C -3.10 -0.45 4.43
C -4.49 -0.36 4.28
C -5.03 0.45 3.27
C -4.19 1.18 2.43
H -3.02 1.93 -2.64
H -3.40 2.89 -0.55
H -2.74 1.17 -4.60
H -1.64 1.65 -6.79
H 0.77 1.02 -7.12
H 2.06 -0.03 -5.27
H 0.89 -0.56 -3.08
H -3.95 -1.68 -0.65
H -4.10 -4.16 -0.46
H -3.43 -5.57 -2.43
H -2.64 -4.47 -4.52
H -2.15 -2.03 -4.54
H -0.37 3.53 -0.42
H 0.64 5.73 0.23
H 0.03 6.76 2.43
H -1.74 5.71 3.86
H -2.66 3.48 3.23
H -1.15 0.06 3.59
H -2.70 -1.02 5.29
H -5.17 -0.88 4.96
H -6.12 0.54 3.12
H -4.59 1.89 1.70
C 4.51 -3.10 1.10
C 3.71 -1.99 0.46
C 4.39 -0.66 0.81
O 2.40 -2.06 1.05
B 1.52 -1.43 0.10
O 2.12 -1.46 -1.18
C 3.42 -2.09 -1.10
C 4.39 -1.38 -2.04
C 3.33 -3.54 -1.55
H 5.55 -3.10 0.76
H 4.10 -4.10 0.94
H 4.53 -2.95 2.19
H 4.33 -0.49 1.89
H 5.45 -0.73 0.52
H 3.93 0.20 0.30
H 5.39 -1.82 -1.95
H 4.09 -1.50 -3.09
H 4.47 -0.30 -1.86
H 2.67 -4.14 -0.91
H 2.99 -3.64 -2.59
H 4.33 -3.99 -1.51
*
```

Lowest unoccupied orbital energy, eV: -7.419
F_max, eV/Å: 5.147
Energy relative to the best compared isomer or geometry (same formula, charge and spin), kJ/mol: 14.6
Total energy, Eh: -2641.9663